The following is a DFT calculation (ωB97M-V with the def2-TZVPD basis set) of 10 unconnected molecules or ions with the total composition C54H95N3O12S3 in a non-equilibrium geometry.

Computed properties:
Relative energy (zero: lowest compared OMol25 entry of this formula, charge and spin) ... 0.0 kcal per mole
Structure (SMILES) ... O=[N+]([O-])c1ccccc1.O=[N+]([O-])c1ccccc1.O=[N+]([O-])c1ccccc1.O=S1(=O)CCCC1.O=S1(=O)CCCC1.O=S1(=O)CCCC1.CCCCCC.CCCCCC.CCCCCC.CCCCCC
Frontier orbital gap ... 9.123 eV

Element x y z (Å)
S1 -1.1872 -0.1637 0.1734
S2 -2.7108 0.3057 -4.0818
S3 -0.7754 -4.1182 -3.0475
O1 6.3396 1.5206 -6.7593
O2 3.4845 1.2821 1.6444
O3 -1.6021 -0.6148 -4.1598
O4 3.8250 3.9380 -4.7536
O5 4.2335 1.0649 -6.7525
O6 -0.8032 0.0496 1.5643
O7 -1.9982 -3.5595 -2.5186
O8 2.3584 3.0405 -3.4815
O9 0.4873 -3.8807 -2.3798
O10 -2.5068 1.6834 -3.6778
O11 -2.5555 -0.4085 -0.2134
O12 4.1992 2.7824 2.9803
N1 3.5399 1.7875 2.7522
N2 5.2975 1.2435 -6.1963
N3 3.3942 3.6488 -3.6567
C1 -5.1395 0.4398 -5.1766
C2 -0.0618 -1.4099 -0.5031
C3 -2.6165 -4.8072 1.2593
C4 6.3226 1.5150 -2.6012
C5 2.9630 -2.6829 5.8138
C6 -4.2469 2.0748 0.6921
C7 4.4086 0.2135 -4.1629
C8 2.6194 1.3234 3.7896
C9 -4.3790 4.6672 0.7656
C10 0.4651 3.8459 1.8748
C11 -0.3786 -5.9664 1.0203
C12 -6.3884 0.6281 0.6786
C13 -0.3402 3.5458 3.1550
C14 5.3482 0.7117 -2.0225
C15 2.7312 -2.4623 2.5467
C16 0.6289 0.6041 -1.6765
C17 -0.4231 -5.1009 -5.4803
C18 0.6596 0.1488 4.3916
C19 -3.1520 -2.5145 2.2795
C20 6.0845 5.2149 -1.6303
C21 -0.9494 -5.9273 -3.2544
C22 5.3418 1.0601 -4.7460
C23 5.7073 4.8513 -0.3370
C24 1.9324 1.3056 6.0591
C25 5.3077 4.8403 -2.7055
C26 3.6609 -3.2380 7.0384
C27 -0.3246 4.5311 0.7653
C28 0.5269 4.8806 -0.4492
C29 -1.1087 -4.6292 1.0675
C30 -0.2495 5.4830 -1.6262
C31 4.5938 4.0507 -0.1574
C32 -4.1092 3.3648 1.5021
C33 4.1420 4.1096 -2.4947
C34 2.5709 -3.7450 4.7858
C35 -0.6743 -3.7683 -4.8063
C36 -3.4385 -3.1189 3.6693
C37 -0.9831 4.4528 -2.4664
C38 6.2989 1.6902 -3.9738
C39 -3.4309 -3.5208 1.1556
C40 1.1633 -0.6395 -0.9629
C41 3.8084 3.6624 -1.2257
C42 4.4343 0.0086 -2.7928
C43 -4.1070 -0.2914 -3.0219
C44 2.8520 1.6999 5.1025
C45 -5.9322 -0.6945 0.0797
C46 0.8207 0.5344 5.7133
C47 3.6707 -2.2707 8.2326
C48 1.5579 0.5326 3.4074
C49 -3.7077 0.2424 -5.5871
C50 -5.3375 -0.4212 -3.9248
C51 -0.4918 1.2177 -0.8551
C52 -5.6495 1.8714 0.1071
C53 1.8624 -3.2375 3.5239
C54 -1.2786 -6.1153 -4.7317
H1 -0.6942 -3.9980 1.8577
H2 0.6346 -5.3792 -5.4834
H3 7.1233 1.9544 -2.0243
H4 -0.9619 4.4057 3.4110
H5 -4.4468 -3.5290 3.7241
H6 -0.2276 -0.3858 4.0732
H7 1.0671 3.9979 -0.8086
H8 -2.6834 -3.8621 3.9266
H9 3.5665 -1.9525 5.2605
H10 -0.6419 -5.1121 -6.5509
H11 -0.9618 2.6614 3.0054
H12 -1.5109 4.8905 -3.3181
H13 -4.6960 5.4413 1.4675
H14 3.7372 2.2398 5.4038
H15 2.0327 -2.1500 6.0372
H16 -0.7388 5.4370 1.2189
H17 -1.0457 -7.1455 -5.0192
H18 0.6986 -5.8306 0.9100
H19 -3.2358 -3.0589 0.1842
H20 6.9513 5.8542 -1.7374
H21 -3.4950 5.0483 0.2517
H22 -4.1767 0.4096 -2.1987
H23 1.6944 -1.3021 -1.6458
H24 0.4693 6.0867 -2.1854
H25 -6.3220 2.6969 0.3509
H26 1.4473 1.3254 -1.7554
H27 -3.2706 0.8182 -6.4009
H28 1.3149 4.4754 2.1658
H29 -3.7807 -1.6300 2.1950
H30 -6.2685 0.6435 1.7638
H31 -4.8695 -0.8380 0.2924
H32 -1.3498 1.5843 -1.4128
H33 0.3305 3.3139 3.9835
H34 1.3581 0.3289 2.3675
H35 3.9037 -2.7939 9.1567
H36 0.3220 0.4468 -2.7114
H37 -2.0911 -2.2654 2.2343
H38 1.8646 -4.4638 5.2164
H39 -5.2073 4.5556 0.0641
H40 -2.9473 -5.4625 0.4423
H41 0.9144 2.8829 1.5980
H42 3.6080 -0.1885 -4.7693
H43 -0.5379 -6.6261 1.8787
H44 -4.8043 3.3011 2.3506
H45 -3.7102 -1.2578 -2.7066
H46 -1.1547 3.8769 0.4764
H47 -0.5793 -1.8235 -1.3651
H48 1.0581 -2.5464 3.8202
H49 -5.6520 1.7448 -0.9787
H50 -6.4899 -1.5066 0.5552
H51 -3.3579 -2.3292 4.4207
H52 -5.7820 0.2025 -6.0237
H53 1.3066 -4.0598 3.0688
H54 -0.0555 1.9582 -0.1878
H55 3.7478 -0.6520 -2.2837
H56 5.6046 5.1230 -3.7054
H57 -4.0125 1.1920 1.2913
H58 -5.3353 1.4864 -4.9206
H59 -0.0573 -2.9141 -5.0724
H60 -2.7998 -5.3977 2.1612
H61 -1.6983 -3.4364 -5.0061
H62 4.6900 -3.5358 6.8329
H63 -6.2237 -0.2314 -3.3210
H64 -7.4509 0.7622 0.4541
H65 0.1062 0.2865 6.4852
H66 -0.9956 6.1832 -1.2312
H67 -1.8084 3.9939 -1.9148
H68 -0.9351 -4.1866 0.0831
H69 -3.1277 3.3334 1.9813
H70 4.4344 -1.5047 8.0738
H71 1.2995 5.5903 -0.1366
H72 -5.4451 -1.4507 -4.2816
H73 -4.4931 -3.7852 1.1706
H74 -6.0527 -0.8206 -0.9968
H75 -3.4538 2.0804 -0.0626
H76 5.3419 0.5806 -0.9451
H77 6.2336 5.3150 0.4874
H78 -2.3498 -6.0732 -4.9377
H79 3.4261 -4.3397 4.4410
H80 7.0734 2.2774 -4.4532
H81 -0.7478 -6.5442 0.1657
H82 1.7975 -0.3650 -0.1174
H83 2.7230 -1.7330 8.2823
H84 0.1031 -2.1409 0.2847
H85 -1.6409 -6.3123 -2.5083
H86 0.0359 -6.3214 -3.0049
H87 3.1103 -4.1400 7.3237
H88 4.3888 3.6720 0.8343
H89 2.0116 1.6547 7.0807
H90 3.0606 2.8894 -1.1158
H91 -3.5420 -0.8000 -5.8937
H92 2.1572 -2.0862 1.7033
H93 -0.2988 3.6965 -2.8528
H94 3.5473 -3.1002 2.1786
H95 3.3149 -1.6926 3.0570

Results of the Mulliken charge analysis, in e, for atoms 1 through 4:
1. S -0.083
2. S 0.950
3. S 1.404
4. O -0.619

***

The following is a DFT calculation (ωB97M-V with the def2-TZVPD basis set) of a molecular structure, C55H100Br24Cl8NO10P in a non-equilibrium geometry.

Computed properties:
Relative energy (zero: lowest compared OMol25 entry of this formula, charge and spin) ... 0.0 kcal per mole
Frontier orbital gap ... 3.579 eV

Element x y z (Å)
Br1 -4.0669 -10.9123 -19.4087
Br2 -1.8564 -12.5307 -10.2322
Br3 2.1239 -16.5651 -9.5111
Br4 5.8161 -9.7807 -10.5770
Br5 4.4092 -12.4125 -9.3543
Br6 7.5157 -6.5598 -16.1841
Br7 -1.0565 -9.1326 -11.6819
Br8 -4.0988 -8.2853 -21.1837
Br9 6.0269 -6.2231 -23.2875
Br10 -3.8406 -14.3118 -12.1759
Br11 -1.7602 -10.3372 -21.7388
Br12 8.2475 -14.2708 -26.8073
Br13 7.8812 -4.8170 -18.8211
Br14 6.7781 -8.9827 -21.9613
Br15 1.1821 -10.4485 -13.7164
Br16 -1.9278 -12.0751 -13.4722
Br17 5.3307 -14.0854 -27.9960
Br18 6.1018 -12.3559 -25.3286
Br19 3.9395 -11.6579 -12.4668
Br20 1.6747 -10.3669 -10.4522
Br21 4.6080 -9.0303 -24.3427
Br22 1.3235 -13.9998 -11.2315
Br23 -0.7024 -16.5116 -11.1657
Br24 5.3951 -6.8844 -18.6096
Cl1 3.6142 -17.4267 -13.4116
Cl2 7.0807 -10.4620 -14.2385
Cl3 -2.0224 -16.1882 -17.0999
Cl4 5.6851 -12.9486 -15.1869
Cl5 3.5032 -15.5604 -23.1208
Cl6 -2.6201 -18.9803 -16.2052
Cl7 5.8022 -16.8925 -15.1775
Cl8 0.6542 -16.2154 -23.1881
P1 1.8245 -12.7136 -17.7771
O1 -1.2354 -12.0059 -17.2050
O2 0.0799 -8.1101 -19.0633
O3 1.3663 -4.5120 -17.3283
O4 2.6474 -15.7611 -18.9987
O5 3.4714 -4.7211 -16.6089
O6 1.5249 -19.2935 -18.3749
O7 -6.1830 -14.0586 -18.4620
O8 -6.8142 -13.0610 -20.3658
O9 0.6973 -7.8411 -21.1938
O10 -2.8765 -10.5486 -16.7598
N1 6.5693 -16.9538 -19.9488
C1 0.8399 -9.5290 -12.0016
C2 0.9162 -7.7833 -19.8818
C3 -1.7093 -13.6257 -19.7994
C4 -0.7618 -9.5918 -16.8643
C5 3.1886 -11.7575 -21.5716
C6 -1.5770 -10.8883 -16.9374
C7 4.6395 -12.2527 -21.7375
C8 2.9232 -7.3876 -20.9685
C9 6.5739 -5.6216 -17.6210
C10 -2.1170 -13.3544 -12.0057
C11 1.7886 -7.2860 -21.9353
C12 -1.2306 -14.9152 -20.5154
C13 2.6127 -13.6296 -16.3905
C14 7.4471 -15.6413 -18.0974
C15 7.3927 -17.0368 -18.6749
C16 3.7981 -8.2903 -15.4420
C17 6.1971 -8.1574 -23.6025
C18 6.7096 -17.2661 -24.9217
C19 1.5764 -4.6908 -15.0344
C20 6.8110 -16.7542 -22.4949
C21 1.9226 -16.7779 -18.4063
C22 0.6539 -15.4898 -10.1732
C23 0.1339 -13.2835 -18.1945
C24 7.6240 -17.2298 -23.7140
C25 2.1779 -13.3352 -14.9651
C26 1.4876 -11.0418 -17.0497
C27 0.7057 -13.5327 -14.5820
C28 6.0260 -15.1283 -18.4421
C29 -1.6891 -8.5700 -16.2703
C30 4.1841 -17.5934 -15.0736
C31 0.0175 -4.6284 -16.8919
C32 0.3659 -15.0122 -14.7811
C33 5.9974 -15.5375 -19.9201
C34 7.5114 -17.0804 -21.1645
C35 5.2067 -11.5922 -10.9688
C36 -3.0605 -9.1705 -16.5110
C37 -5.2325 -14.9985 -18.0327
C38 -1.5597 -17.8931 -17.1476
C39 7.0429 -12.2407 -14.2975
C40 -6.1036 -13.8369 -19.7851
C41 2.9451 -11.3411 -20.1238
C42 2.2952 -4.6879 -16.3822
C43 2.7460 -10.1739 -16.8216
C44 2.5417 -8.8756 -16.0511
C45 0.1611 -5.0813 -15.4188
C46 -0.5647 -12.7078 -19.4196
C47 5.5527 -18.0894 -19.8406
C48 -4.8099 -15.7680 -19.2857
C49 1.9324 -18.1845 -19.0801
C50 -5.0500 -14.7251 -20.3788
C51 6.6903 -13.0644 -27.0293
C52 3.0480 -12.5463 -19.1359
C53 2.0402 -15.9589 -22.1428
C54 -2.9597 -9.6069 -20.3657
C55 2.3312 -7.3367 -19.5839
H1 2.0888 -5.4398 -14.4374
H2 -2.4032 -13.1546 -20.4995
H3 7.6899 -15.6123 -17.0340
H4 1.2758 -8.5472 -12.1303
H5 0.1569 -12.7301 -20.2435
H6 6.9904 -8.2587 -24.3320
H7 3.6623 -7.2984 -15.0021
H8 4.0998 -8.8553 -14.5556
H9 0.8425 -16.5405 -18.3069
H10 1.8730 -15.2018 -21.3830
H11 5.8149 -17.1860 -22.3871
H12 1.8563 -9.0590 -15.2131
H13 -3.6359 -9.0709 -15.5897
H14 5.2139 -18.0912 -18.8095
H15 4.7861 -13.1415 -21.1227
H16 4.1370 -18.6536 -15.3060
H17 -1.4158 -8.4613 -15.2186
H18 2.3233 -6.3812 -19.0584
H19 3.6522 -13.3156 -16.5045
H20 6.2706 -16.2824 -25.1003
H21 4.9147 -12.4676 -22.7709
H22 6.6214 -14.8728 -20.5140
H23 2.2191 -16.9988 -17.3596
H24 -5.4769 -16.6247 -19.3673
H25 -3.7538 -15.9805 -19.1243
H26 2.7892 -8.0872 -18.9412
H27 2.9992 -18.3960 -19.3163
H28 7.8843 -12.6525 -14.8461
H29 7.0834 -12.6013 -13.2750
H30 -0.4474 -9.4251 -17.9003
H31 0.1517 -6.1714 -15.3883
H32 6.7059 -15.6718 -22.5951
H33 3.0530 -10.8824 -22.2105
H34 3.4837 -8.3215 -21.0576
H35 7.1797 -17.6070 -25.8439
H36 3.2384 -10.0541 -17.7880
H37 2.4001 -12.2834 -14.7348
H38 1.9451 -7.8590 -22.8476
H39 7.7958 -18.1300 -21.1478
H40 2.8973 -13.8363 -14.3124
H41 -2.0983 -15.5755 -20.5206
H42 5.8949 -4.8822 -17.2122
H43 -0.0363 -12.9642 -15.1513
H44 1.9521 -10.8822 -20.0813
H45 8.2610 -15.0335 -18.5000
H46 5.2453 -15.5638 -17.8202
H47 -0.3535 -12.9870 -17.2590
H48 5.3916 -11.5099 -21.4597
H49 0.8168 -11.1356 -16.1984
H50 -0.9648 -14.6189 -21.5267
H51 0.2506 -14.3694 -18.1196
H52 1.0095 -10.4795 -17.8598
H53 -5.6115 -15.7438 -17.3344
H54 -0.5231 -18.0712 -16.8687
H55 4.7037 -17.9264 -20.4997
H56 -0.4241 -15.3391 -19.9171
H57 1.5974 -3.6339 -14.7639
H58 1.8953 -8.1584 -16.5712
H59 3.6653 -10.5467 -19.9141
H60 -0.5179 -4.5737 -14.7375
H61 5.0129 -15.5998 -20.3862
H62 2.9249 -13.4875 -19.6815
H63 0.1995 -15.0159 -9.3118
H64 -4.3524 -14.5200 -17.5962
H65 -2.3117 -13.8112 -18.9045
H66 4.6292 -8.2090 -16.1412
H67 8.2759 -16.3127 -21.0614
H68 -4.0911 -14.2248 -20.5121
H69 -0.4293 -5.3721 -17.5507
H70 7.8925 -18.2556 -23.4451
H71 -1.3557 -14.1196 -12.0992
H72 8.4053 -17.3902 -18.8859
H73 -2.3572 -9.0854 -19.6306
H74 0.1623 -9.7237 -16.3033
H75 5.8787 -17.9463 -24.7276
H76 -0.6163 -15.2823 -14.3914
H77 0.4673 -15.3601 -15.8097
H78 6.0240 -14.0535 -18.2572
H79 6.9281 -12.2427 -27.6921
H80 0.5473 -13.1944 -13.5612
H81 3.5084 -17.0819 -15.7561
H82 -0.9147 -11.6874 -19.2690
H83 2.5142 -12.5535 -21.8915
H84 7.0638 -17.7708 -17.9426
H85 -3.5650 -8.6423 -17.3194
H86 -1.6751 -7.5661 -16.6947
H87 3.4285 -10.7769 -16.2091
H88 2.5550 -14.6927 -16.6408
H89 2.3138 -16.8923 -21.6610
H90 1.3326 -18.1168 -20.0094
H91 8.5144 -16.6172 -23.8504
H92 6.0986 -19.0083 -20.0448
H93 1.4662 -6.2738 -22.1897
H94 4.0448 -12.4914 -18.6980
H95 6.0817 -12.1751 -11.2240
H96 -5.4200 -15.1039 -21.3289
H97 -0.4508 -3.6520 -17.0192
H98 3.6515 -6.5983 -21.1678
H99 1.0901 -15.6192 -14.2270
H100 -1.6141 -18.0953 -18.2136

Results of the Mulliken charge analysis, in e, for atoms 1 through 4:
1. Br 0.055
2. Br -0.105
3. Br -0.071
4. Br -0.044

***

Question: frontier orbital gap of number 2 (C55H100Br24Cl8NO10P)?
Answer: 3.579 eV

***

Question: Which formula does entry 1 have?
Answer: C54H95N3O12S3

***

Question: Look up the frontier orbital gap of the first one.
Answer: 9.123 eV